Below is a molecular structure, C40H42FFeN6O3Sb2 in a non-equilibrium geometry, with properties calculated with wB97M-V/def2-TZVPD.

Properties
F_max = 1.61 eV Å⁻¹
Relative energy (zero: lowest compared OMol25 entry of this formula, charge and spin) = 213.8 kJ/mol
E = -107418.89593 eV
M = 973.178 g/mol

```
! RIJCOSX wB97M-V def2-TZVPD def2/J DEFGRID3
* xyz 1 1
Fe 0.361 -0.067 0.897
N 2.554 -0.319 -2.717
C 1.550 -0.312 -1.833
N 1.701 -0.408 -0.552
C 3.009 -0.365 -0.028
N 3.244 -0.047 1.198
N 2.013 0.253 1.816
C 1.989 0.950 2.879
C 0.619 1.382 3.284
C 0.407 2.272 4.313
C -0.887 2.756 4.511
C -1.889 2.337 3.664
C -1.595 1.420 2.656
N -0.375 0.933 2.480
C 4.115 -0.648 -0.946
C 5.405 -0.944 -0.496
C 6.412 -1.170 -1.407
C 6.146 -1.097 -2.778
C 4.881 -0.808 -3.240
C 3.866 -0.590 -2.311
H 2.337 -0.243 -3.698
H 0.543 -0.244 -2.233
H 2.885 1.273 3.397
H 1.228 2.593 4.939
H -1.090 3.457 5.308
H -2.903 2.698 3.769
H -2.355 1.042 1.984
H 5.587 -0.988 0.569
H 7.411 -1.403 -1.065
H 6.942 -1.275 -3.489
H 4.674 -0.757 -4.302
C -3.772 3.917 -3.818
C -2.935 4.798 -2.908
C -2.173 5.846 -3.698
C -1.373 6.737 -2.769
C -0.443 5.905 -1.933
C 0.740 6.417 -1.459
C 1.587 5.629 -0.681
F 2.730 6.179 -0.243
C 1.289 4.340 -0.362
C 0.087 3.791 -0.838
C -0.246 2.412 -0.485
O 0.583 1.776 0.224
C -1.474 1.917 -0.976
C -2.256 2.747 -1.748
N -1.962 3.998 -2.093
C -0.772 4.567 -1.625
C -2.044 0.527 -0.741
O -3.136 0.271 -1.229
O -1.324 -0.297 -0.078
H -4.331 4.561 -4.496
H -4.500 3.309 -3.284
H -3.141 3.260 -4.418
H -3.588 5.306 -2.192
H -2.892 6.429 -4.273
H -1.512 5.347 -4.413
H -2.057 7.285 -2.113
H -0.804 7.484 -3.322
H 1.028 7.437 -1.683
H 1.952 3.740 0.244
H -3.190 2.332 -2.095
C 2.147 -3.066 2.495
Sb -0.034 -2.274 2.728
C -2.237 -2.131 2.233
C -0.413 -4.387 3.342
C -1.569 -5.030 2.675
C -2.751 -5.275 3.373
C -3.859 -5.820 2.752
C -3.805 -6.139 1.400
C -2.635 -5.922 0.695
C -1.511 -5.377 1.314
C -0.266 -5.146 0.525
Sb 0.144 -3.085 0.054
C -1.279 -2.892 -1.490
C 1.924 -3.546 -1.004
H 2.301 -3.623 3.424
H 2.852 -2.233 2.471
H 2.432 -3.749 1.688
H -2.757 -2.687 3.014
H -2.614 -2.482 1.270
H -2.495 -1.076 2.315
H -0.548 -4.355 4.424
H 0.535 -4.875 3.137
H -2.797 -5.023 4.427
H -4.763 -5.999 3.318
H -4.667 -6.566 0.905
H -2.583 -6.189 -0.355
H -0.311 -5.636 -0.450
H 0.630 -5.493 1.044
H -1.212 -3.800 -2.090
H -1.113 -2.011 -2.103
H -2.261 -2.794 -1.033
H 1.781 -4.563 -1.368
H 2.782 -3.517 -0.338
H 2.097 -2.886 -1.850
*
```